<1>
A 4-piece molecular cluster, C2H12O3S2 overall, computed with ωB97M-V/def2-TZVPD.

The molar mass comes out at 148.2 g/mol. Its LUMO energy (spin up / spin down) is 0.128 / 0.126 Ha. The value obtained for the HOMO-LUMO gap (spin up / spin down) is 3.90 / 6.84 eV. Its spin multiplicity is 2. The total charge is -1.

```
19
C2H12O3S2, DFT ωB97M-V/def2-TZVPD
C 1.751 -1.175 -1.460
S 0.250 -2.003 -0.867
S -1.145 -0.263 -0.646
C -2.558 -0.833 -1.713
H 1.979 -0.338 -0.823
H 1.594 -0.804 -2.447
H 2.590 -1.835 -1.554
H -2.890 0.024 -2.269
H -3.243 -1.149 -0.940
H -2.249 -1.636 -2.365
H 0.839 2.228 0.644
H 1.455 0.891 0.837
O 1.616 1.727 0.378
H -1.269 2.379 1.547
H -0.556 2.108 2.856
O -0.556 2.707 2.106
H 1.490 -0.920 2.141
H 0.083 -0.801 2.088
O 0.819 -0.307 2.488
```

Mulliken charges in e: -0.569, -0.447, -0.331, -0.875, 0.073, 0.250, 0.274, 0.236, 0.219, 0.299, 0.344, 0.246, -0.650, 0.323, 0.303, -0.677, 0.311, 0.330, -0.660

=====

<2>
A 4-piece molecular cluster, C2H12O3S2 overall, computed with ωB97M-V/def2-TZVPD.

The molar mass comes out at 148.2 g/mol. Its LUMO energy (spin up / spin down) is 0.097 / 0.097 Ha. The value obtained for the HOMO-LUMO gap (spin up / spin down) is 2.56 / 5.99 eV. Its spin multiplicity is 2. The total charge is -1.

```
19
C2H12O3S2, DFT ωB97M-V/def2-TZVPD
C 0.593 -0.534 -2.288
C 1.802 0.365 -2.200
S 1.565 2.034 -1.553
S 0.757 1.726 0.460
H -0.146 -0.200 -3.006
H 0.864 -1.576 -2.497
H 0.132 -0.606 -1.312
H 2.550 -0.171 -1.610
H 2.313 0.505 -3.154
H -0.002 0.631 0.280
H 0.340 -2.209 5.289
H 0.048 -3.065 6.565
O 0.276 -2.182 6.253
H -1.951 0.621 3.403
H -3.399 0.513 2.795
O -2.603 0.015 2.986
H -3.523 -4.343 -4.471
H -3.191 -2.916 -4.126
O -3.577 -3.709 -3.744
```

Mulliken charges in e: -0.872, -0.453, -0.369, -0.525, 0.234, 0.309, 0.168, 0.278, 0.222, 0.035, 0.344, 0.316, -0.676, 0.325, 0.321, -0.657, 0.314, 0.324, -0.639

=====

Which of the structures shown above is the most stable? The most stable is <1>.